a.
Computed, not measured: a cluster of 13 separate species, C27H80O13 in total, with ωB97M-V/def2-TZVPD.

Bonds (Å) are listed after each position.
Positions of all 120 atoms, in Å:
1 C -0.200 -12.159 -9.867  O2 1.424, H3 1.090, H4 1.090, H5 1.090
2 O 0.581 -12.967 -10.742  C1 1.424, H6 0.960
3 H -1.146 -11.866 -10.322  C1 1.090
4 H -0.398 -12.632 -8.905  C1 1.090
5 H 0.334 -11.229 -9.673  C1 1.090
6 H 1.500 -12.992 -10.467  O2 0.960
7 C 9.082 -12.005 -12.652  O8 1.382, H9 1.090, H10 1.090, H11 1.090
8 O 10.058 -11.981 -11.674  C7 1.382, H12 0.960
9 H 9.297 -12.819 -13.344  C7 1.090
10 H 8.168 -12.190 -12.088  C7 1.090
11 H 9.066 -11.011 -13.098  C7 1.090
12 H 9.801 -12.693 -11.084  O8 0.960
13 C 5.091 -11.875 -6.707  O14 1.361, H15 1.090, H16 1.090, H17 1.090
14 O 4.758 -12.965 -7.452  C13 1.361, H18 0.960
15 H 5.574 -12.168 -5.775  C13 1.090
16 H 5.806 -11.279 -7.274  C13 1.090
17 H 4.130 -11.402 -6.506  C13 1.090
18 H 4.278 -13.559 -6.870  O14 0.960
19 C 1.359 -12.034 -6.411  O20 1.422, H21 1.090, H22 1.090, H23 1.090
20 O 0.780 -10.743 -6.552  C19 1.422, H24 0.960
21 H 0.568 -12.741 -6.161  C19 1.090
22 H 1.792 -12.471 -7.311  C19 1.090
23 H 2.092 -12.068 -5.605  C19 1.090
24 H 1.465 -10.072 -6.588  O20 0.960
25 C 8.443 -17.024 -11.285  O26 1.433, H27 1.090, H28 1.090, H29 1.090
26 O 7.351 -16.104 -11.173  C25 1.433, H30 0.960
27 H 8.870 -16.862 -12.275  C25 1.090
28 H 9.234 -16.710 -10.604  C25 1.090
29 H 8.086 -18.022 -11.029  C25 1.090
30 H 6.670 -16.321 -11.814  O26 0.960
31 C 3.592 -9.970 -9.451  O32 1.433, H33 1.090, H34 1.090, H35 1.090
32 O 4.354 -8.810 -9.093  C31 1.433, H36 0.960
33 H 3.980 -10.223 -10.437  C31 1.090
34 H 3.701 -10.871 -8.847  C31 1.090
35 H 2.526 -9.746 -9.506  C31 1.090
36 H 4.102 -8.070 -9.651  O32 0.960
37 C -0.295 -18.181 -12.805  C38 1.586, H41 1.090, H42 1.090, H43 1.090
38 C -1.292 -17.250 -11.996  C37 1.586, C39 1.546, O40 1.385, H44 1.090
39 C -1.019 -15.746 -12.231  C38 1.546, H45 1.090, H46 1.090, H47 1.090
40 O -2.595 -17.557 -12.350  C38 1.385, H48 0.960
41 H -0.460 -19.183 -12.409  C37 1.090
42 H 0.741 -17.892 -12.627  C37 1.090
43 H -0.481 -18.097 -13.876  C37 1.090
44 H -1.260 -17.459 -10.927  C38 1.090
45 H -1.641 -15.244 -11.490  C39 1.090
46 H -1.200 -15.337 -13.225  C39 1.090
47 H 0.043 -15.517 -12.142  C39 1.090
48 H -3.245 -17.196 -11.743  O40 0.960
49 C 6.962 -13.214 -15.920  C50 1.556, H53 1.090, H54 1.090, H55 1.090
50 C 5.553 -13.180 -15.261  C49 1.556, C51 1.553, O52 1.439, H56 1.090
51 C 5.189 -11.706 -14.933  C50 1.553, H57 1.090, H58 1.090, H59 1.090
52 O 4.592 -13.688 -16.203  C50 1.439, H60 0.960
53 H 6.862 -12.994 -16.982  C49 1.090
54 H 7.348 -14.233 -15.893  C49 1.090
55 H 7.773 -12.623 -15.493  C49 1.090
56 H 5.578 -13.791 -14.359  C50 1.090
57 H 5.010 -11.035 -15.773  C51 1.090
58 H 5.902 -11.164 -14.311  C51 1.090
59 H 4.259 -11.647 -14.368  C51 1.090
60 H 3.724 -13.486 -15.848  O52 0.960
61 C -0.333 -9.372 -14.017  C62 1.508, H65 1.090, H66 1.090, H67 1.090
62 C 1.160 -9.556 -13.910  C61 1.508, C63 1.562, O64 1.401, H68 1.090
63 C 1.510 -10.442 -12.672  C62 1.562, H69 1.090, H70 1.090, H71 1.090
64 O 1.541 -10.262 -15.059  C62 1.401, H72 0.960
65 H -0.609 -8.905 -14.962  C61 1.090
66 H -0.795 -8.685 -13.308  C61 1.090
67 H -0.860 -10.323 -14.095  C61 1.090
68 H 1.735 -8.635 -13.817  C62 1.090
69 H 1.130 -11.457 -12.791  C63 1.090
70 H 1.127 -10.043 -11.733  C63 1.090
71 H 2.580 -10.620 -12.566  C63 1.090
72 H 1.180 -9.758 -15.792  O64 0.960
73 C 3.837 -18.614 -13.470  C74 1.522, H77 1.090, H78 1.090, H79 1.090
74 C 5.273 -18.446 -12.995  C73 1.522, C75 1.497, O76 1.399, H80 1.090
75 C 6.227 -19.442 -13.579  C74 1.497, H81 1.090, H82 1.090, H83 1.090
76 O 5.697 -17.170 -13.383  C74 1.399, H84 0.960
77 H 3.115 -17.942 -13.006  C73 1.090
78 H 3.587 -19.619 -13.129  C73 1.090
79 H 3.712 -18.562 -14.552  C73 1.090
80 H 5.380 -18.457 -11.910  C74 1.090
81 H 7.274 -19.419 -13.277  C75 1.090
82 H 6.197 -19.319 -14.661  C75 1.090
83 H 5.845 -20.437 -13.352  C75 1.090
84 H 5.553 -17.063 -14.325  O76 0.960
85 C -0.332 -13.364 -15.362  C86 1.560, H89 1.090, H90 1.090, H91 1.090
86 C 1.074 -13.874 -14.917  C85 1.560, C87 1.559, O88 1.384, H92 1.090
87 C 1.389 -15.290 -15.487  C86 1.559, H93 1.090, H94 1.090, H95 1.090
88 O 2.037 -13.048 -15.468  C86 1.384, H96 0.960
89 H -0.568 -12.544 -14.684  C85 1.090
90 H -1.121 -14.061 -15.078  C85 1.090
91 H -0.394 -13.038 -16.400  C85 1.090
92 H 1.139 -13.856 -13.829  C86 1.090
93 H 2.293 -15.668 -15.009  C87 1.090
94 H 1.592 -15.269 -16.558  C87 1.090
95 H 0.608 -16.033 -15.322  C87 1.090
96 H 1.797 -12.121 -15.397  O88 0.960
97 C 3.183 -14.696 -11.866  C98 1.574, H101 1.090, H102 1.090, H103 1.090
98 C 3.970 -14.073 -10.653  C97 1.574, C99 1.524, O100 1.398, H104 1.090
99 C 5.144 -13.215 -11.105  C98 1.524, H105 1.090, H106 1.090, H107 1.090
100 O 3.181 -13.160 -9.947  C98 1.398, H108 0.960
101 H 3.842 -15.118 -12.625  C97 1.090
102 H 2.497 -13.990 -12.333  C97 1.090
103 H 2.655 -15.544 -11.429  C97 1.090
104 H 4.259 -14.874 -9.972  C98 1.090
105 H 5.721 -13.779 -11.838  C99 1.090
106 H 5.785 -12.852 -10.301  C99 1.090
107 H 4.862 -12.319 -11.658  C99 1.090
108 H 3.589 -13.120 -9.078  O100 0.960
109 C 10.410 -13.418 -8.464  C110 1.495, H113 1.090, H114 1.090, H115 1.090
110 C 9.162 -14.179 -8.777  C109 1.495, C111 1.567, O112 1.411, H116 1.090
111 C 7.881 -13.708 -8.007  C110 1.567, H117 1.090, H118 1.090, H119 1.090
112 O 8.883 -13.917 -10.134  C110 1.411, H120 0.960
113 H 11.193 -13.635 -9.191  C109 1.090
114 H 10.796 -13.656 -7.472  C109 1.090
115 H 10.296 -12.334 -8.456  C109 1.090
116 H 9.276 -15.256 -8.652  C110 1.090
117 H 7.942 -13.965 -6.949  C111 1.090
118 H 6.986 -14.249 -8.316  C111 1.090
119 H 7.699 -12.644 -8.157  C111 1.090
120 H 8.110 -14.427 -10.387  O112 0.960

Summary:
**Molar mass**: 612.924 g/mol
**Kohn-Sham gap**: 9.44 eV
**Net charge**: 0

=====

b.
Computed, not measured: a cluster of 13 separate species, C27H80O13 in total, with ωB97M-V/def2-TZVPD.

Bonds (Å) are listed after each position.
Positions of all 120 atoms, in Å:
1 C 9.730 2.209 -5.152  C2 1.521, H5 1.090, H6 1.090, H7 1.090
2 C 8.750 1.361 -4.355  C1 1.521, C3 1.483, O4 1.385, H8 1.090
3 C 7.528 2.038 -3.857  C2 1.483, H9 1.090, H10 1.090, H11 1.090
4 O 8.294 0.446 -5.289  C2 1.385, H12 0.960
5 H 10.606 1.670 -5.512  C1 1.090
6 H 9.994 3.104 -4.589  C1 1.090
7 H 9.314 2.676 -6.044  C1 1.090
8 H 9.267 0.891 -3.519  C2 1.090
9 H 6.773 2.175 -4.631  C3 1.090
10 H 7.702 3.030 -3.441  C3 1.090
11 H 7.027 1.439 -3.096  C3 1.090
12 H 7.727 0.860 -5.944  O4 0.960
13 C 4.097 -1.525 4.927  C14 1.489, H17 1.090, H18 1.090, H19 1.090
14 C 4.441 -2.264 3.680  C13 1.489, C15 1.562, O16 1.393, H20 1.090
15 C 5.320 -1.360 2.758  C14 1.562, H21 1.090, H22 1.090, H23 1.090
16 O 5.178 -3.408 3.982  C14 1.393, H24 0.960
17 H 3.293 -0.826 4.699  C13 1.090
18 H 4.939 -1.015 5.395  C13 1.090
19 H 3.630 -2.189 5.654  C13 1.090
20 H 3.556 -2.609 3.147  C14 1.090
21 H 4.811 -0.397 2.709  C15 1.090
22 H 5.328 -1.821 1.771  C15 1.090
23 H 6.352 -1.268 3.097  C15 1.090
24 H 5.964 -3.143 4.464  O16 0.960
25 C 6.370 8.303 -1.329  C26 1.565, H29 1.090, H30 1.090, H31 1.090
26 C 4.882 7.831 -1.228  C25 1.565, C27 1.519, O28 1.426, H32 1.090
27 C 4.729 7.024 0.050  C26 1.519, H33 1.090, H34 1.090, H35 1.090
28 O 4.089 9.015 -1.188  C26 1.426, H36 0.960
29 H 6.619 8.721 -0.354  C25 1.090
30 H 6.540 9.025 -2.128  C25 1.090
31 H 7.018 7.495 -1.669  C25 1.090
32 H 4.473 7.288 -2.080  C26 1.090
33 H 5.166 7.530 0.910  C27 1.090
34 H 5.187 6.038 -0.028  C27 1.090
35 H 3.714 6.924 0.433  C27 1.090
36 H 4.307 9.543 -1.959  O28 0.960
37 C -7.906 0.361 -3.551  C38 1.541, H41 1.090, H42 1.090, H43 1.090
38 C -7.255 -1.022 -3.748  C37 1.541, C39 1.539, O40 1.445, H44 1.090
39 C -7.232 -1.929 -2.505  C38 1.539, H45 1.090, H46 1.090, H47 1.090
40 O -7.949 -1.730 -4.800  C38 1.445, H48 0.960
41 H -7.360 1.024 -2.880  C37 1.090
42 H -8.945 0.336 -3.225  C37 1.090
43 H -7.927 1.002 -4.432  C37 1.090
44 H -6.242 -0.847 -4.110  C38 1.090
45 H -6.614 -2.822 -2.602  C39 1.090
46 H -8.270 -2.193 -2.304  C39 1.090
47 H -6.853 -1.474 -1.590  C39 1.090
48 H -8.878 -1.853 -4.593  O40 0.960
49 C 0.280 0.305 -0.554  C50 1.549, H53 1.090, H54 1.090, H55 1.090
50 C -0.988 0.351 0.334  C49 1.549, C51 1.557, O52 1.446, H56 1.090
51 C -1.442 -1.045 0.854  C50 1.557, H57 1.090, H58 1.090, H59 1.090
52 O -0.670 1.163 1.488  C50 1.446, H60 0.960
53 H 1.162 -0.141 -0.095  C49 1.090
54 H 0.695 1.299 -0.721  C49 1.090
55 H 0.088 -0.215 -1.493  C49 1.090
56 H -1.773 0.829 -0.251  C50 1.090
57 H -1.697 -1.695 0.017  C51 1.090
58 H -2.377 -1.046 1.413  C51 1.090
59 H -0.621 -1.578 1.333  C51 1.090
60 H -0.632 2.052 1.127  O52 0.960
61 C 0.769 2.160 -7.786  C62 1.556, H65 1.090, H66 1.090, H67 1.090
62 C 0.946 3.672 -8.107  C61 1.556, C63 1.469, O64 1.415, H68 1.090
63 C 1.717 4.310 -7.032  C62 1.469, H69 1.090, H70 1.090, H71 1.090
64 O 1.688 3.867 -9.296  C62 1.415, H72 0.960
65 H 0.114 2.162 -6.915  C61 1.090
66 H 1.685 1.645 -7.498  C61 1.090
67 H 0.308 1.581 -8.587  C61 1.090
68 H 0.055 4.300 -8.111  C62 1.090
69 H 1.605 5.388 -7.149  C63 1.090
70 H 2.784 4.089 -7.023  C63 1.090
71 H 1.338 4.148 -6.023  C63 1.090
72 H 2.602 3.602 -9.175  O64 0.960
73 C -1.960 -4.981 6.738  C74 1.532, H77 1.090, H78 1.090, H79 1.090
74 C -3.283 -5.387 7.394  C73 1.532, C75 1.558, O76 1.377, H80 1.090
75 C -3.466 -6.924 7.567  C74 1.558, H81 1.090, H82 1.090, H83 1.090
76 O -3.347 -4.829 8.652  C74 1.377, H84 0.960
77 H -1.976 -3.916 6.508  C73 1.090
78 H -1.890 -5.459 5.761  C73 1.090
79 H -1.073 -5.297 7.286  C73 1.090
80 H -4.090 -5.036 6.750  C74 1.090
81 H -2.611 -7.410 8.037  C75 1.090
82 H -3.504 -7.275 6.536  C75 1.090
83 H -4.375 -7.300 8.037  C75 1.090
84 H -4.293 -4.720 8.776  O76 0.960
85 C -3.115 6.450 2.466  O86 1.372, H87 1.090, H88 1.090, H89 1.090
86 O -1.998 6.420 1.671  C85 1.372, H90 0.960
87 H -2.969 7.053 3.362  C85 1.090
88 H -3.943 6.896 1.913  C85 1.090
89 H -3.456 5.520 2.921  C85 1.090
90 H -1.646 7.311 1.718  O86 0.960
91 C -7.995 -6.234 2.259  O92 1.400, H93 1.090, H94 1.090, H95 1.090
92 O -9.363 -5.932 2.258  C91 1.400, H96 0.960
93 H -7.393 -5.377 1.959  C91 1.090
94 H -7.707 -6.547 3.263  C91 1.090
95 H -7.659 -6.979 1.537  C91 1.090
96 H -9.853 -6.754 2.337  O92 0.960
97 C -1.572 2.446 7.694  O98 1.437, H99 1.090, H100 1.090, H101 1.090
98 O -2.263 1.585 6.773  C97 1.437, H102 0.960
99 H -2.068 2.433 8.664  C97 1.090
100 H -0.523 2.185 7.833  C97 1.090
101 H -1.697 3.449 7.286  C97 1.090
102 H -1.818 1.682 5.928  O98 0.960
103 C 3.818 -4.294 -3.280  O104 1.439, H105 1.090, H106 1.090, H107 1.090
104 O 3.465 -5.615 -3.730  C103 1.439, H108 0.960
105 H 4.822 -4.373 -2.863  C103 1.090
106 H 3.841 -3.536 -4.063  C103 1.090
107 H 3.136 -3.961 -2.498  C103 1.090
108 H 4.066 -5.868 -4.434  O104 0.960
109 C -1.577 -7.448 -3.414  O110 1.404, H111 1.090, H112 1.090, H113 1.090
110 O -0.612 -8.080 -2.612  C109 1.404, H114 0.960
111 H -2.602 -7.722 -3.166  C109 1.090
112 H -1.528 -6.361 -3.359  C109 1.090
113 H -1.414 -7.741 -4.451  C109 1.090
114 H 0.236 -7.768 -2.936  O110 0.960
115 C -7.123 0.002 4.732  O116 1.464, H117 1.090, H118 1.090, H119 1.090
116 O -7.023 0.527 6.095  C115 1.464, H120 0.960
117 H -8.131 -0.375 4.559  C115 1.090
118 H -6.801 0.725 3.983  C115 1.090
119 H -6.472 -0.867 4.636  C115 1.090
120 H -6.117 0.817 6.222  O116 0.960

Summary:
**Molar mass**: 612.924 g/mol
**Kohn-Sham gap**: 9.90 eV
**Net charge**: 0

=====

Which one sits at the bottom of the stability order? b does.